<1>
A cluster of 2 separate species, C4H13NOS in total, computed with ωB97M-V/def2-TZVPD.

Geometry as XYZ:
```
20
Properties=species:S:1:pos:R:3
N -1.94 -1.26 -0.21
C -1.87 -0.10 0.73
C -1.01 1.08 0.15
C 0.53 0.81 0.07
C 1.36 0.63 1.41
S 1.12 2.09 2.33
H -0.99 -1.82 -0.36
H -2.46 -1.97 0.17
H -1.69 -0.42 1.82
H -2.87 0.31 0.64
H -1.38 2.05 0.68
H -1.34 1.20 -0.86
H 0.64 -0.11 -0.51
H 0.85 1.79 -0.47
H 1.24 -0.33 1.86
H 2.41 0.79 1.19
H 1.13 1.58 3.54
O 2.11 -1.88 -4.49
H 1.46 -2.47 -3.99
H 2.70 -1.97 -3.71
```

Calculated values
Net charge: 0
Orbital gap in eV: 9.27
Structure (SMILES): NCCCCS.O


<2>
A cluster of 2 separate species, C4H13NOS in total, computed with ωB97M-V/def2-TZVPD.

Geometry as XYZ:
```
20
Properties=species:S:1:pos:R:3
N 2.37 -0.80 2.10
C 0.93 -0.87 1.77
C 0.24 0.47 1.49
C 0.74 1.21 0.24
C 0.19 0.52 -1.08
S -1.55 0.97 -1.35
H 2.54 -0.15 2.87
H 2.83 -0.38 1.30
H 0.85 -1.57 0.95
H 0.39 -1.28 2.63
H -0.82 0.23 1.39
H 0.45 1.15 2.32
H 1.76 1.52 0.05
H 0.20 2.17 0.31
H 0.30 -0.53 -0.84
H 0.89 0.80 -1.87
H -1.27 2.27 -1.27
O -1.21 -2.12 -1.56
H -0.94 -2.70 -2.29
H -2.14 -2.25 -1.52
```

Calculated values
Net charge: 0
Orbital gap in eV: 9.40
Structure (SMILES): NCCCCS.O


<3>
A cluster of 3 separate species, C4H13NOS in total, computed with ωB97M-V/def2-TZVPD.

Geometry as XYZ:
```
20
Properties=species:S:1:pos:R:3
C 1.33 -0.27 1.43
C -0.12 0.07 1.43
C -1.06 -1.06 1.10
S -2.68 -0.52 0.57
C -1.44 0.98 -2.04
N 1.72 -1.14 0.31
H 1.74 0.74 1.46
H 1.65 -0.70 2.40
H -0.42 0.59 2.38
H -0.18 0.81 0.61
H -0.58 -1.66 0.21
H -0.97 -1.85 1.90
H -0.96 0.60 -1.17
H -1.06 1.95 -2.36
H -2.44 1.14 -1.72
H 1.54 -0.57 -0.50
H 2.74 -1.29 0.34
H 1.64 1.08 -2.07
H -1.53 0.31 -2.94
O 1.07 0.78 -1.32
```

Calculated values
Net charge: 0
Orbital gap in eV: 3.60


<4>
A cluster of 3 separate species, C4H13NOS in total, computed with ωB97M-V/def2-TZVPD.

Geometry as XYZ:
```
20
Properties=species:S:1:pos:R:3
C 1.77 -0.01 -0.49
O 2.89 0.57 0.20
C 1.23 1.04 -1.43
N 0.19 0.46 -2.31
H 0.97 -0.31 0.25
H 2.07 -0.89 -1.09
H 3.23 -0.08 0.83
H 0.88 1.90 -0.84
H 2.11 1.36 -2.02
H -0.56 -1.04 -0.65
H 0.02 1.09 -3.08
H -0.68 0.40 -1.74
C -1.41 -2.03 1.64
C -1.34 -0.51 1.81
S -1.70 0.40 0.27
H -0.68 -2.34 0.85
H -2.44 -2.32 1.30
H -1.19 -2.57 2.55
H -0.33 -0.16 2.17
H -2.07 -0.15 2.55
```

Calculated values
Net charge: 0
Orbital gap in eV: 8.15


The winner here is <2>, beating the second structure by 27.1 kcal/mol.


<1>
A cluster of 2 separate species, C6H9N2O2 in total, computed with ωB97M-V/def2-TZVPD.

Geometry as XYZ:
```
19
Properties=species:S:1:pos:R:3
C -1.00 1.65 -3.57
C -0.75 1.41 -2.05
O 0.20 1.93 -1.42
O -1.53 0.53 -1.57
H -1.15 0.66 -4.00
H -0.34 2.29 -4.14
H -2.03 2.01 -3.55
C 1.28 -2.50 2.44
C -0.01 0.75 2.08
C 0.80 -1.19 1.95
C 0.44 -0.79 0.65
N 0.45 -0.18 2.85
N -0.12 0.39 0.74
H -0.33 1.75 2.36
H -0.42 1.05 -0.03
H 0.60 -1.22 -0.32
H 1.82 -3.02 1.65
H 0.36 -3.12 2.50
H 1.71 -2.38 3.42
```

Calculated values
Net charge: 0
Multiplicity: 2
Orbital gap (spin up / spin down) in eV: 8.83 / 4.65
Expectation value of S²: 0.760


<2>
A cluster of 2 separate species, C6H9N2O2 in total, computed with ωB97M-V/def2-TZVPD.

Geometry as XYZ:
```
19
Properties=species:S:1:pos:R:3
C -0.53 -0.93 2.14
C -1.21 -0.41 0.94
C -1.99 1.23 -0.38
C -2.10 -1.07 0.16
N -1.14 0.95 0.62
N -2.64 -0.13 -0.69
H -2.20 2.20 -0.65
H -0.60 -2.09 2.19
H -0.87 -0.47 3.00
H -3.45 -0.23 -1.26
H -2.47 -2.15 -0.04
H 0.57 -0.65 2.09
C 2.69 1.04 -0.73
C 2.64 -0.18 -1.71
O 2.77 -1.36 -1.25
O 2.68 0.03 -2.93
H 2.36 0.86 0.35
H 1.76 1.65 -1.08
H 3.70 1.69 -0.77
```

Calculated values
Net charge: 0
Multiplicity: 2
Orbital gap (spin up / spin down) in eV: 9.45 / 5.64
Expectation value of S²: 0.756


The winner here is <1>, beating the second structure by 32.1 kcal/mol.


<1>
A cluster of 2 separate species, CH5N3O in total, computed with ωB97M-V/def2-TZVPD.

Geometry as XYZ:
```
10
Properties=species:S:1:pos:R:3
C 1.64 -0.23 0.55
N -2.01 0.08 0.20
N -1.23 -0.21 1.04
N -1.95 0.15 -1.11
O 0.56 -0.53 -0.11
H 2.39 0.17 -0.20
H 2.23 -1.05 1.06
H 1.57 0.56 1.22
H -2.29 0.99 -1.50
H -0.91 0.08 -1.14
```

Calculated values
Net charge: 0
Multiplicity: 3
Orbital gap (spin up / spin down) in eV: 8.15 / 8.42
Expectation value of S²: 2.010


<2>
A cluster of 2 separate species, CH5N3O in total, computed with ωB97M-V/def2-TZVPD.

Geometry as XYZ:
```
10
Properties=species:S:1:pos:R:3
C -0.24 -0.84 -0.54
N -2.72 0.59 -0.32
N 0.22 1.32 0.26
N -0.28 0.54 -0.75
O -2.69 -0.09 0.61
H -1.14 -1.10 -0.06
H -0.17 -1.27 -1.42
H 0.60 -1.28 -0.03
H -0.09 2.34 0.04
H 0.50 0.77 1.11
```

Calculated values
Net charge: 0
Multiplicity: 3
Orbital gap (spin up / spin down) in eV: 8.09 / 10.24
Expectation value of S²: 2.007


The winner here is <2>, beating the second structure by 17.3 kcal/mol.


<1>
The molecule C8H14, computed with ωB97M-V/def2-TZVPD.

Geometry as XYZ:
```
22
Properties=species:S:1:pos:R:3
C -4.29 0.39 0.36
C -2.91 0.10 0.89
C -1.82 -0.01 0.13
C -0.47 -0.28 0.65
C 0.65 -0.04 -0.04
C 2.05 -0.28 0.48
C 3.15 0.34 -0.37
C 3.22 -0.26 -1.77
H -4.27 0.85 -0.63
H -4.79 1.12 1.00
H -4.90 -0.51 0.35
H -2.88 0.03 1.97
H -1.88 0.10 -0.94
H -0.43 -0.90 1.53
H 0.58 0.63 -0.90
H 2.11 -0.10 1.56
H 2.17 -1.38 0.40
H 4.10 0.20 0.16
H 2.95 1.42 -0.45
H 3.46 -1.32 -1.73
H 4.07 0.14 -2.32
H 2.30 -0.07 -2.32
```

Calculated values
Net charge: 0
Orbital gap in eV: 9.60
Structure (SMILES): C/C=C/C=C/CCC


<2>
The molecule C8H14, computed with ωB97M-V/def2-TZVPD.

Geometry as XYZ:
```
22
Properties=species:S:1:pos:R:3
C 2.56 0.48 0.29
C 1.16 0.87 -0.19
C 0.06 0.62 0.84
C -1.19 0.29 0.03
C -1.64 1.43 -0.81
C -2.05 -0.63 0.72
C 0.14 -0.34 -0.37
C 0.48 -1.74 -0.52
H 2.60 -0.58 0.78
H 3.14 1.05 0.98
H 3.39 0.38 -0.39
H 0.97 1.76 -0.80
H 0.32 0.41 1.90
H -2.69 1.47 -0.98
H -0.92 1.47 -1.71
H -1.46 2.40 -0.37
H -2.16 -0.34 1.72
H -1.64 -1.65 0.50
H -3.00 -0.74 0.24
H 0.05 -2.23 -1.38
H 0.32 -2.56 0.24
H 1.55 -1.85 -0.74
```

Calculated values
Net charge: 0
Orbital gap in eV: 9.41
Structure (SMILES): C[C@@H]1[C@H]2C(C)(C)[C@@]12C


The winner here is <1>, beating the second structure by 56.2 kcal/mol.


<1>
A cluster of 9 separate species, C9H36O9 in total, computed with ωB97M-V/def2-TZVPD.

Geometry as XYZ:
```
54
Properties=species:S:1:pos:R:3
C -3.56 0.91 1.24
O -5.00 0.86 1.21
H -3.24 1.94 1.07
H -3.19 0.51 2.18
H -3.15 0.33 0.42
H -5.26 1.27 0.38
C -0.49 -2.14 -3.50
O -0.17 -2.61 -2.17
H -1.57 -2.04 -3.63
H 0.02 -1.18 -3.62
H -0.02 -2.80 -4.22
H -0.62 -3.45 -2.06
C -0.11 0.55 0.02
O -0.76 -0.74 -0.04
H 0.69 0.58 -0.72
H -0.85 1.32 -0.19
H 0.30 0.67 1.02
H -0.67 -1.04 -0.95
C -0.23 4.72 1.53
O 1.02 5.27 1.91
H -0.81 4.33 2.38
H -0.84 5.50 1.08
H -0.07 3.89 0.83
H 1.52 4.57 2.35
C 3.90 0.49 2.08
O 4.10 1.88 2.39
H 4.17 -0.17 2.91
H 2.87 0.32 1.80
H 4.52 0.28 1.20
H 5.04 2.04 2.33
C 2.93 -0.64 -2.23
O 3.99 -0.18 -1.42
H 2.21 -1.23 -1.65
H 2.46 0.22 -2.71
H 3.20 -1.33 -3.04
H 4.83 -0.34 -1.86
C 2.06 -2.62 0.90
O 2.74 -3.36 1.90
H 2.64 -1.70 0.70
H 2.14 -3.10 -0.08
H 1.01 -2.43 1.12
H 2.68 -2.84 2.71
C -2.69 -2.71 2.08
O -1.61 -1.85 2.41
H -2.91 -3.33 2.94
H -3.59 -2.08 1.97
H -2.51 -3.31 1.19
H -1.21 -1.55 1.58
C -2.93 1.20 -2.52
O -1.98 2.24 -2.51
H -3.67 1.45 -1.77
H -3.54 1.13 -3.43
H -2.49 0.23 -2.31
H -1.30 2.09 -3.17
```

Calculated values
Net charge: 0
Orbital gap in eV: 9.87
Structure (SMILES): CO.CO.CO.CO.CO.CO.CO.CO.CO


<2>
A structure of composition C9H36O9, computed with ωB97M-V/def2-TZVPD.

Geometry as XYZ:
```
54
Properties=species:S:1:pos:R:3
C 0.36 1.52 -3.02
O -0.81 1.09 -2.38
H 0.95 0.72 -3.46
H -0.01 2.08 -3.88
H 0.91 2.11 -2.29
H -0.67 0.32 -1.83
C -2.68 0.41 -2.21
O -3.89 0.54 -1.62
H -2.60 -0.38 -2.95
H -2.40 1.36 -2.66
H -1.91 0.23 -1.46
H -4.30 1.39 -1.78
C -1.00 -2.90 1.91
O -0.85 -1.70 1.17
H -0.02 -3.38 1.94
H -1.23 -2.72 2.96
H -1.82 -3.46 1.46
H -0.50 -1.95 0.31
C 0.44 1.91 2.14
O 0.27 1.38 0.85
H 0.58 2.99 2.24
H -0.46 1.66 2.71
H 1.23 1.40 2.70
H -0.31 0.63 1.00
C 2.42 -0.20 0.43
O 3.13 0.34 1.46
H 2.96 -0.18 -0.52
H 2.31 -1.25 0.68
H 1.48 0.35 0.41
H 2.55 0.68 2.14
C 1.17 -2.83 -0.01
O -0.10 -2.71 -0.64
H 2.06 -2.72 -0.62
H 1.13 -2.12 0.82
H 1.33 -3.83 0.39
H -0.51 -3.57 -0.72
C -2.13 0.13 1.42
O -0.86 -0.10 2.07
H -2.24 0.13 0.34
H -2.82 -0.63 1.76
H -2.48 1.16 1.55
H -0.64 -0.99 1.78
C 2.36 2.95 -0.07
O 1.71 1.82 -0.50
H 3.27 3.07 -0.66
H 1.73 3.84 -0.15
H 2.66 2.85 0.98
H 1.06 1.51 0.13
C -0.19 -0.21 -0.49
O -0.20 -0.91 -1.75
H 0.43 0.68 -0.60
H -1.22 0.07 -0.28
H 0.23 -0.80 0.32
H 0.11 -1.79 -1.51
```

Calculated values
Net charge: 0
Orbital gap in eV: 7.53


<3>
A cluster of 9 separate species, C9H36O9 in total, computed with ωB97M-V/def2-TZVPD.

Geometry as XYZ:
```
54
Properties=species:S:1:pos:R:3
C 13.23 -5.16 -10.20
O 13.14 -5.32 -8.80
H 12.86 -4.18 -10.53
H 14.27 -5.23 -10.52
H 12.64 -5.91 -10.75
H 12.22 -5.59 -8.62
C 15.04 -10.07 -5.10
O 15.38 -10.98 -6.15
H 15.48 -9.08 -5.27
H 13.96 -10.00 -5.06
H 15.41 -10.41 -4.13
H 16.25 -11.35 -6.02
C 9.58 -5.25 -7.33
O 10.35 -5.58 -8.48
H 9.16 -6.18 -6.94
H 10.21 -4.83 -6.55
H 8.77 -4.54 -7.53
H 9.75 -5.75 -9.21
C 7.77 -6.78 -3.36
O 8.41 -5.79 -4.15
H 6.70 -6.71 -3.51
H 8.13 -7.78 -3.64
H 7.98 -6.65 -2.29
H 9.14 -5.40 -3.65
C 12.85 -10.08 -2.13
O 11.96 -9.81 -3.21
H 13.72 -9.43 -2.23
H 12.40 -9.87 -1.16
H 13.21 -11.10 -2.20
H 11.43 -10.59 -3.37
C 11.76 -7.29 -5.86
O 12.75 -7.57 -4.87
H 12.20 -6.61 -6.59
H 11.47 -8.20 -6.41
H 10.86 -6.86 -5.43
H 12.46 -8.35 -4.37
C 13.63 -6.21 -1.65
O 12.77 -5.80 -0.59
H 12.99 -6.48 -2.49
H 14.28 -5.40 -2.00
H 14.25 -7.05 -1.36
H 13.30 -5.53 0.17
C 15.05 -4.71 -5.09
O 15.03 -6.00 -4.49
H 14.53 -4.70 -6.05
H 14.54 -3.96 -4.47
H 16.09 -4.42 -5.23
H 14.24 -6.48 -4.77
C 13.88 -8.42 -7.90
O 13.58 -9.82 -7.87
H 14.86 -8.23 -8.34
H 13.10 -7.92 -8.47
H 13.86 -7.99 -6.89
H 14.22 -10.25 -7.28
```

Calculated values
Net charge: 0
Orbital gap in eV: 9.79
Structure (SMILES): CO.CO.CO.CO.CO.CO.CO.CO.CO


The winner here is <3>, beating the second structure by 15.7 kcal/mol.


<1>
The molecule CH4N2O, computed with ωB97M-V/def2-TZVPD.

Geometry as XYZ:
```
8
Properties=species:S:1:pos:R:3
O 1.61 -0.24 0.18
C 0.45 0.00 -0.49
N -0.59 0.76 0.15
N -0.97 -0.67 0.12
H 1.28 -0.48 1.02
H 0.47 0.01 -1.62
H -0.58 0.94 1.09
H -1.71 -0.90 -0.51
```

Calculated values
Net charge: 0
Orbital gap in eV: 10.44
Structure (SMILES): OC1NN1


<2>
The molecule CH4N2O, computed with ωB97M-V/def2-TZVPD.

Geometry as XYZ:
```
8
Properties=species:S:1:pos:R:3
H 0.16 1.30 -2.33
N 0.23 0.99 -1.20
C 0.18 -0.15 -0.54
N 0.29 0.00 0.82
O -0.80 -0.79 1.44
H 0.10 -1.18 -1.09
H 0.14 1.02 0.80
H -0.30 -1.20 2.10
```

Calculated values
Net charge: 0
Orbital gap in eV: 10.53
Structure (SMILES): [H]/N=C/NO


The winner here is <1>, beating the second structure by 7.3 kcal/mol.


<1>
A cluster of 2 separate species, CH4N2O in total, computed with ωB97M-V/def2-TZVPD.

Geometry as XYZ:
```
8
Properties=species:S:1:pos:R:3
C -0.52 -1.04 -0.84
N 0.33 -0.90 0.07
H -1.22 -1.86 -0.96
H -0.57 -0.26 -1.60
H 0.35 -1.63 0.77
N 0.24 2.15 0.70
O 1.18 2.41 1.41
H 0.21 1.13 0.45
```

Calculated values
Net charge: 0
Orbital gap in eV: 9.03
Structure (SMILES): C=N.N=O


<2>
The molecule CH4N2O, computed with ωB97M-V/def2-TZVPD.

Geometry as XYZ:
```
8
Properties=species:S:1:pos:R:3
H -2.33 -0.95 -0.14
N -1.27 -0.77 -0.16
N -0.92 0.40 0.04
C 0.53 0.51 -0.21
O 1.33 -0.68 -0.01
H 0.56 0.86 -1.23
H 0.95 1.25 0.58
H 0.50 -1.39 -0.02
```

Calculated values
Net charge: 0
Orbital gap in eV: 10.31
Structure (SMILES): [H]/N=N/CO


<3>
The molecule CH4N2O, computed with ωB97M-V/def2-TZVPD.

Geometry as XYZ:
```
8
Properties=species:S:1:pos:R:3
N -0.37 -0.30 1.20
N 0.22 -0.66 -0.02
C 0.24 0.29 -0.88
O -0.34 1.38 -0.70
H 0.37 0.34 1.65
H -1.17 0.41 1.12
H 0.19 -1.61 -0.59
H 0.86 0.15 -1.79
```

Calculated values
Net charge: 0
Orbital gap in eV: 10.94
Structure (SMILES): NNC=O


The winner here is <3>, beating the second structure by 13.5 kcal/mol.


<1>
A cluster of 12 separate species, C5H33NO11 in total, computed with ωB97M-V/def2-TZVPD.

Geometry as XYZ:
```
50
Properties=species:S:1:pos:R:3
C 0.64 1.49 -2.12
C 0.37 0.92 -0.92
C 1.36 0.86 0.16
C 1.01 -0.41 1.03
C 1.75 -0.31 2.34
N 1.20 0.76 3.34
H -0.18 1.61 -2.74
H 1.52 1.94 -2.51
H -0.64 0.60 -0.58
H 1.18 1.65 0.91
H 2.43 0.87 -0.34
H -0.19 -0.38 1.01
H 1.36 -1.43 0.38
H 1.86 -1.29 2.76
H 2.79 0.11 2.29
H 0.50 1.41 2.80
H 1.84 1.42 3.76
O 2.33 -1.62 -2.13
H 1.90 -1.57 -1.25
H 2.10 -0.80 -2.46
O -1.79 0.98 2.57
H -2.29 0.55 3.18
H -0.98 1.06 3.09
O -0.93 -0.44 -3.61
H -0.85 -1.44 -3.54
H -1.26 -0.41 -4.48
O 0.73 -3.25 1.75
H 1.36 -3.83 1.83
H 0.45 -3.46 0.86
O -2.40 3.35 -0.20
H -2.02 2.73 -0.84
H -2.54 2.69 0.56
O 2.25 3.42 -0.14
H 2.18 4.08 0.72
H 1.65 3.98 -0.68
O -0.52 -3.46 -0.65
H 0.22 -3.62 -1.29
H -1.46 -3.19 -0.90
O -3.73 -1.57 1.74
H -3.40 -1.14 0.91
H -3.30 -0.90 2.34
O -3.15 -3.10 -0.63
H -3.53 -2.35 -0.84
H -3.19 -3.31 0.25
O 4.55 0.89 -0.49
H 4.18 1.68 -0.09
H 3.81 0.19 -0.67
O -2.85 1.41 -1.86
H -2.59 0.93 -2.68
H -3.72 1.70 -1.95
```

Calculated values
Net charge: 0
Orbital gap in eV: 8.89
Structure (SMILES): C=CCCCN.O.O.O.O.O.O.O.O.O.O.O


<2>
A cluster of 12 separate species, C5H33NO11 in total, computed with ωB97M-V/def2-TZVPD.

Geometry as XYZ:
```
50
Properties=species:S:1:pos:R:3
C -2.24 1.76 -0.96
C -1.24 0.95 -1.32
C 0.26 1.16 -1.07
C 0.51 2.40 -0.18
N -1.45 -0.28 -1.98
C -0.57 -0.59 -3.13
H -3.27 1.64 -1.26
H -1.94 2.66 -0.46
H 0.87 0.27 -0.90
H 0.70 1.33 -2.06
H 0.86 3.18 -0.85
H -0.33 2.64 0.47
H 1.14 2.28 0.74
H -2.37 -0.50 -2.35
H 0.46 -0.71 -2.82
H -0.60 0.04 -4.01
H -0.67 -1.63 -3.46
O -2.09 -1.51 2.76
H -2.21 -1.30 1.81
H -2.17 -2.46 2.86
O -1.42 2.76 -3.97
H -2.25 2.94 -3.51
H -0.98 2.37 -3.20
O 3.22 -0.26 -2.07
H 3.45 0.20 -2.88
H 4.00 -0.18 -1.51
O 0.79 -1.98 3.27
H 1.21 -1.60 2.49
H -0.16 -1.82 3.22
O 1.32 -2.90 -2.46
H 1.76 -2.21 -2.97
H 1.86 -3.65 -2.75
O -2.54 1.20 3.09
H -2.46 0.62 3.87
H -2.63 0.42 2.52
O -3.14 -1.00 0.25
H -2.90 -0.46 -0.52
H -4.07 -1.19 0.34
O 0.63 1.10 3.47
H 0.43 0.21 3.79
H -0.07 1.31 2.85
O 3.76 -1.43 0.36
H 3.37 -0.70 0.86
H 2.90 -1.75 0.03
O 0.58 -2.19 0.36
H 0.70 -2.75 -0.42
H -0.16 -1.61 0.18
O 2.79 1.97 2.28
H 2.37 2.29 3.08
H 2.62 1.04 2.20
```

Calculated values
Net charge: 0
Orbital gap in eV: 9.15
Structure (SMILES): C=C(CC)NC.O.O.O.O.O.O.O.O.O.O.O


The winner here is <2>, beating the second structure by 80.7 kcal/mol.